(1)
This record from OMol25 describes 2 unconnected molecules or ions with the total composition C24H25Cl2. The level of theory is ωB97M-V/def2-TZVPD.

Results
HOMO-LUMO gap = 4.600 eV
relative energy (zero: lowest compared OMol25 entry of this formula, charge and spin) = 6.33 kJ/mol
E_HOMO = -10.10 eV
DFT total energy = -1849.6105 Ha

Geometry as ORCA input:
```
! wB97M-V def2-TZVPD RIJCOSX def2/J DEFGRID3
* xyz 1 1
C -0.062 -0.900 6.048
C -4.632 -0.172 0.318
H 0.540 1.006 2.460
H 2.415 -3.200 5.641
C -1.151 -1.317 -3.122
H -1.321 -2.052 -3.921
C -3.126 -0.849 -1.638
H -4.093 2.156 -0.844
H 4.327 -2.389 -2.491
H 2.755 1.869 0.787
H 5.368 1.703 -3.241
H -2.450 3.769 -2.666
H -4.214 3.712 -2.757
C 0.963 -0.666 3.793
C -3.262 1.789 -2.750
C 1.189 0.112 2.549
Cl 0.797 -2.663 7.907
C 1.777 -1.776 4.125
H -3.247 3.410 -4.218
C -2.473 0.821 -3.331
C 4.952 -0.395 -2.947
C 4.196 -1.335 -2.243
C -3.944 0.053 -0.994
C 3.975 1.371 -1.600
C 2.128 -0.103 1.571
C 3.276 0.449 -0.803
H 1.442 1.137 0.036
C 1.744 -2.380 5.394
C 0.814 -1.954 6.353
H 2.772 -0.989 1.480
H 2.473 -2.128 3.363
H -0.774 0.437 4.535
H -1.973 1.010 -4.301
C -3.298 3.240 -3.133
Cl 6.107 -0.892 -4.116
H -5.448 0.552 0.440
H -3.928 -0.024 1.157
H 2.755 -1.658 -0.708
H -3.092 -1.902 -1.313
H -5.246 1.481 -1.942
C 2.402 0.879 0.434
H -0.792 -1.869 -2.242
C -2.339 -0.476 -2.759
C -0.025 -0.323 4.773
C 4.811 0.970 -2.658
H -0.784 -0.583 6.801
C 3.338 -0.893 -1.215
H 3.901 2.431 -1.357
H -5.058 -1.180 0.406
C -4.180 1.394 -1.633
H -0.305 -0.683 -3.428
*
```


(2)
This record from OMol25 describes a molecular structure, C24H25ClN2OPPr. The level of theory is ωB97M-V/def2-TZVPD.

Results
HOMO-LUMO gap (spin up / spin down) = 6.011 / 6.184 eV
E_HOMO (spin up / spin down) = -14.18 / -14.18 eV
DFT total energy = -2432.3278 Ha

Geometry as ORCA input:
```
! wB97M-V def2-TZVPD RIJCOSX def2/J DEFGRID3
* xyz 2 3
H 3.255 2.410 3.516
H -1.904 -1.887 0.588
C -0.818 -2.129 -1.275
H 2.686 -0.631 -0.199
Pr 0.406 1.851 0.984
C -2.586 2.179 -3.978
H 3.291 0.849 4.362
C 2.819 -0.966 -4.082
C -2.174 1.841 1.026
C -0.425 2.110 5.439
C -1.709 -2.550 -0.260
H 2.851 -1.108 -5.166
H -3.204 2.856 -4.588
H -0.730 3.186 -4.459
C -1.033 0.520 -2.327
H -2.468 -5.688 -1.401
N -0.821 1.907 4.193
H 0.659 -0.913 -4.029
N 0.234 1.714 3.320
C 4.012 -0.850 -3.358
C -0.557 -3.001 -2.342
C -0.424 1.568 -3.051
H 4.881 -0.613 -1.392
H -2.949 -4.147 0.501
H -0.965 -4.922 -3.242
C 1.526 -0.685 -2.036
C -2.028 -4.682 -1.379
H -1.803 1.860 3.874
C 0.968 1.990 5.438
C 1.580 -0.853 -3.435
H -2.393 2.270 6.220
H -1.169 1.746 7.402
H -4.280 1.017 -3.280
H 0.457 -2.670 2.810
O -3.335 1.884 1.089
H 0.656 1.736 -2.970
C -1.203 2.374 -3.889
H -2.901 -0.490 -1.868
C -3.195 1.157 -3.236
C 2.726 -0.678 -1.299
C -2.423 0.320 -2.424
H -1.253 3.438 6.913
H 1.109 -2.851 2.533
H 2.744 0.901 2.663
C 2.720 1.451 3.626
C 1.353 1.695 4.129
Cl 1.978 3.753 0.325
H 0.132 -2.704 -3.137
P -0.041 -0.464 -1.121
C 3.953 -0.699 -1.963
C -2.292 -3.819 -0.307
C -1.358 2.408 6.547
C -1.173 -4.254 -2.402
H 4.981 -0.870 -3.875
H 1.635 2.134 6.269
*
```


(3)
This record from OMol25 describes C24H25FN6O4 in the gas phase. The level of theory is ωB97M-V/def2-TZVPD.

Results
HOMO-LUMO gap = 8.955 eV
relative energy (zero: lowest compared OMol25 entry of this formula, charge and spin) = 0.00 kJ/mol
E_HOMO = -8.36 eV
DFT total energy = -1658.9914 Ha
structure (SMILES) = Cn1c(=O)c2c(nc(CN3CCN(C(=O)c4ccco4)CC3)n2Cc2ccccc2F)n(C)c1=O

Geometry as ORCA input:
```
! wB97M-V def2-TZVPD RIJCOSX def2/J DEFGRID3
* xyz 0 1
H -6.449 -1.014 2.403
O 4.551 -1.810 1.543
H 0.056 -0.664 -2.868
H -3.515 -3.783 -1.791
C -3.318 -0.018 -0.357
H 0.496 1.691 3.121
H 1.929 0.494 1.188
C 3.070 1.479 -0.971
C 6.356 -3.063 1.186
C -0.216 0.179 -2.211
H 2.665 2.244 -0.302
C 5.286 -2.835 1.998
N -2.269 0.700 -0.880
N -5.269 -0.718 0.702
C -3.066 -1.337 -0.695
C 1.134 3.315 1.857
H -2.667 -4.017 -0.251
C -5.041 -2.052 0.389
H -4.423 -4.335 -0.352
C -6.484 -0.469 1.460
C 6.273 -2.098 0.161
H 3.955 1.858 -1.484
C -4.480 0.385 0.371
H -0.304 4.113 -1.091
O -5.817 -2.915 0.735
N 0.857 0.514 -1.284
C -1.463 -0.195 -1.493
C 2.342 -0.254 0.503
C 0.900 3.986 0.668
C -0.936 2.501 0.154
N -3.906 -2.343 -0.339
H 4.951 -3.314 2.896
H -1.956 2.576 -1.721
H 2.643 -1.129 1.073
H 2.434 0.352 -2.697
N -1.919 -1.433 -1.402
F -1.425 0.781 1.713
H 1.662 -1.442 -1.171
H 1.514 4.829 0.393
H -7.350 -0.809 0.894
N 3.468 0.336 -0.178
C -2.093 2.122 -0.735
H -3.023 2.503 -0.295
O 5.486 0.304 -1.174
C 4.703 -0.190 -0.375
C 0.344 2.232 2.199
C -0.124 3.580 -0.170
C -3.608 -3.709 -0.708
H -0.407 1.060 -2.831
H 1.929 3.630 2.514
H 0.397 -1.042 0.013
H 7.107 -3.816 1.307
C -0.675 1.843 1.349
H -6.544 0.602 1.642
H 1.676 1.958 -2.536
C 5.148 -1.354 0.415
C 2.002 1.074 -1.983
H 6.941 -1.955 -0.662
O -4.796 1.523 0.671
C 1.268 -0.647 -0.513
*
```


(4)
This record from OMol25 describes a molecular structure, C24H25MnN7O3S. The level of theory is ωB97M-V/def2-TZVPD.

Results
HOMO-LUMO gap (spin up / spin down) = 4.350 / 4.395 eV
relative energy (zero: lowest compared OMol25 entry of this formula, charge and spin) = 491.01 kJ/mol
E_HOMO (spin up / spin down) = -5.50 / -5.51 eV
DFT total energy = -3087.6575 Ha

Geometry as ORCA input:
```
! wB97M-V def2-TZVPD RIJCOSX def2/J DEFGRID3
* xyz 0 2
C -2.600 0.089 1.576
C 1.468 4.279 3.214
H 2.070 -2.264 -2.377
H 3.829 -2.089 -2.331
H -0.549 -4.986 1.953
H 3.376 0.056 -3.286
C -3.691 -3.315 0.260
N -0.782 -2.896 0.638
H -0.691 4.321 3.369
C 2.530 3.499 2.773
H -2.151 -1.997 -1.939
C 2.757 -0.192 -2.427
C -2.477 -1.236 0.891
H -4.692 -3.709 0.162
N -1.410 0.765 1.717
H 3.819 -1.879 -0.020
H -2.975 -4.997 -0.811
O -3.686 0.438 1.999
C -0.703 1.112 -1.811
H -1.830 1.333 -3.644
Mn 0.444 0.409 0.817
H -4.456 -1.647 1.338
H -0.602 -4.688 -0.461
H 1.636 5.243 3.672
H 2.795 1.565 -1.102
H 1.718 0.048 -2.655
C -0.121 3.801 -2.095
C -1.319 -3.982 -0.068
H 0.093 4.857 -2.148
N 0.148 1.737 -0.918
C 3.177 0.549 -1.161
N -0.484 -0.764 -0.390
H -3.069 -0.515 -2.212
C 0.187 3.781 3.052
O 2.607 -0.214 -0.107
C -1.066 -0.207 -1.501
O -2.350 2.650 2.703
S 0.911 -1.831 2.427
C 2.855 -1.577 -0.452
C 2.268 2.287 2.161
H 0.715 -4.443 2.991
H -1.328 3.740 -3.880
C -3.575 -2.077 0.879
C -1.205 1.837 -2.926
C -2.662 -4.124 -0.256
C 0.037 -3.061 1.698
C -2.081 -0.972 -2.295
C 0.001 2.543 2.453
N -1.295 -1.634 0.301
N 0.206 -4.337 2.128
H 4.273 0.550 -1.055
H -1.803 -0.982 -3.350
H 2.064 -2.182 -0.010
H 1.061 3.479 -0.343
C 0.402 3.027 -1.079
C -0.931 3.170 -3.053
H 3.551 3.829 2.900
H 3.072 1.658 1.795
N 1.030 1.807 1.980
C 2.887 -1.658 -1.991
C -1.405 1.995 2.311
*
```